(1)
DFT (the ωB97M-V functional and the def2-TZVPD basis) results for a 7-piece molecular cluster, C21H51BFN2O7S6 overall.

Each line ends with the Löwdin charge.
Element x y z (Å)
C -0.54 -0.31 -0.32  0.0559
B 0.52 -1.35 -0.75  -0.4764
O 1.35 -1.26 -1.81  0.1981
N 0.68 -2.61 0.19  0.0777
C 2.02 -3.30 0.13  -0.0481
C 2.51 -3.66 1.52  -0.3317
C 1.56 -4.46 2.40  -0.0061
F 2.82 -2.44 2.16  -0.0068
C -0.48 -3.49 -0.02  -0.2014
C -0.65 -4.19 -1.20  0.0106
C -1.78 -5.00 -1.30  -0.0236
C -2.65 -5.06 -0.21  -0.0978
N -2.48 -4.37 0.92  0.1057
C -1.41 -3.59 1.00  -0.0797
H -1.46 -0.80 -0.01  0.0821
H -0.72 0.43 -1.10  0.0680
H -0.19 0.24 0.57  0.1027
H 1.28 -1.93 -2.50  0.1321
H 0.60 -2.23 1.14  0.1696
H 1.96 -4.18 -0.49  0.1438
H 2.73 -2.61 -0.31  0.1366
H 3.44 -4.22 1.38  0.1526
H 0.93 -5.11 1.80  0.0888
H 0.92 -3.79 2.98  0.0644
H 2.12 -5.09 3.09  0.0922
H 0.06 -4.13 -2.02  0.1289
H -1.98 -5.58 -2.19  0.0837
H -3.52 -5.70 -0.26  0.1201
H -1.21 -3.02 1.90  0.0976
C -3.37 -2.41 4.45  -0.2636
S -1.77 -2.01 5.15  0.8432
O -0.75 -2.37 4.10  -0.5967
C -1.77 -3.31 6.37  -0.2738
H -3.55 -1.73 3.62  0.0490
H -3.35 -3.44 4.08  0.0547
H -4.13 -2.29 5.21  0.0539
H -1.88 -4.28 5.87  0.0598
H -2.60 -3.15 7.05  0.0301
H -0.82 -3.27 6.90  0.0557
C 2.38 2.31 -1.90  -0.2644
S 1.08 3.54 -1.92  0.8198
O -0.21 2.79 -1.97  -0.5752
C 1.44 4.13 -3.57  -0.2653
H 2.32 1.78 -0.95  0.0419
H 2.24 1.61 -2.72  0.0543
H 3.35 2.81 -1.97  0.0523
H 1.34 3.30 -4.28  0.0605
H 2.46 4.52 -3.56  0.0116
H 0.73 4.91 -3.81  0.0547
C -6.27 -5.76 6.04  -0.2680
S -5.51 -5.38 7.63  0.8325
O -4.43 -4.38 7.35  -0.5725
C -4.68 -6.96 7.84  -0.2659
H -6.79 -4.87 5.71  0.0507
H -5.49 -6.03 5.33  0.0566
H -6.97 -6.58 6.17  0.0562
H -4.02 -7.14 7.00  0.0580
H -5.43 -7.75 7.92  0.0568
H -4.11 -6.90 8.76  0.0525
C -3.30 -4.85 -6.64  -0.2632
S -2.52 -4.68 -5.04  0.7941
O -2.87 -5.88 -4.23  -0.5594
C -3.58 -3.35 -4.46  -0.2628
H -2.81 -5.67 -7.16  0.0546
H -4.36 -5.07 -6.51  0.0634
H -3.17 -3.92 -7.20  0.0584
H -4.62 -3.68 -4.49  0.0638
H -3.44 -2.47 -5.08  0.0578
H -3.30 -3.12 -3.43  0.0364
C 5.30 7.41 -4.60  -0.2610
S 5.50 6.42 -3.12  0.8311
O 4.32 5.51 -3.05  -0.5828
C 5.18 7.76 -1.97  -0.2827
H 5.41 6.74 -5.46  0.0487
H 4.31 7.86 -4.60  0.0592
H 6.06 8.18 -4.63  0.0590
H 4.21 8.18 -2.18  0.0369
H 5.95 8.52 -2.09  0.0533
H 5.22 7.35 -0.96  0.0520
C 2.96 11.20 -0.73  -0.2688
S 3.33 11.56 -2.45  0.8199
O 4.34 10.56 -2.89  -0.5698
C 4.22 13.08 -2.15  -0.2680
H 2.43 10.24 -0.70  0.0492
H 3.89 11.13 -0.17  0.0597
H 2.31 11.98 -0.33  0.0549
H 5.06 12.88 -1.48  0.0598
H 3.54 13.82 -1.70  0.0557
H 4.58 13.45 -3.10  0.0515

Computed properties:
frontier orbital gap	7.96	eV
total charge	+1

---

(2)
DFT (the ωB97M-V functional and the def2-TZVPD basis) results for C7H13I2N2S as an isolated structure at a distorted geometry.

Each line ends with the Löwdin charge.
Element x y z (Å)
C -0.93 -0.95 0.43  -0.2008
C 0.57 0.16 1.99  -0.6433
C -0.15 0.30 3.35  -0.0257
C 1.83 1.20 -2.46  -0.1763
C -1.94 -2.99 -0.57  -0.0148
C 1.60 1.81 -1.19  -0.0421
C 2.78 0.23 0.31  -1.6103
N -0.04 -0.27 0.99  0.0571
N -0.90 -2.24 0.19  -0.0093
S 2.23 0.64 2.02  0.8263
I 4.78 0.82 0.10  0.8093
I 2.50 -1.82 -0.15  0.8440
H -1.75 -0.39 -0.05  0.1710
H 0.00 1.27 3.83  0.1007
H -1.18 0.24 3.05  0.0808
H 0.02 -0.53 3.94  0.0692
H 2.97 1.03 -2.55  0.0974
H 1.53 0.15 -2.41  0.0430
H 1.48 1.64 -3.36  0.0786
H -2.40 -3.80 0.00  0.1025
H -1.48 -3.51 -1.32  0.0552
H -2.73 -2.28 -0.85  0.1026
H 2.17 2.66 -0.97  0.0490
H 0.64 1.88 -0.62  0.0824
H -0.41 -2.82 0.91  0.1535

Computed properties:
frontier orbital gap (alpha / beta)	7.56 / 7.56	eV
energy relative to the best compared isomer or geometry (same formula, charge and spin)	1.940	eV
total charge	+1

---

(3)
DFT (the ωB97M-V functional and the def2-TZVPD basis) results for C17H19N3O7 as an isolated structure at a distorted geometry.

Each line ends with the Löwdin charge.
Element x y z (Å)
C -7.21 -1.62 0.95  0.0775
H -7.04 -1.48 1.94  0.0647
O -6.41 -0.53 0.13  0.0035
C -5.18 -0.51 0.33  -0.3074
C -4.45 -1.44 1.05  -0.0157
C -3.17 -1.12 1.38  -0.1141
C -2.59 -0.15 0.78  -0.0946
C -3.28 0.79 -0.37  0.1458
C -4.67 0.58 -0.48  -0.3606
O -5.41 1.22 -1.21  -0.0180
C -4.95 2.50 -1.95  0.0778
H -4.24 2.03 -2.76  0.1342
H -5.70 2.54 -2.64  0.0538
H -4.43 3.17 -1.30  0.0916
H -2.77 1.54 -0.93  0.0723
C -1.12 0.16 0.90  -0.3477
O -0.29 -0.65 1.52  -0.0109
O -0.64 1.21 0.17  -0.0489
C 0.90 1.58 0.09  0.0443
C 1.49 0.38 -0.42  -0.2719
O 0.81 -0.46 -1.32  -0.0605
C 2.83 0.30 -0.18  -0.0451
C 3.59 -0.85 -0.70  -0.1163
N 2.89 -1.84 -1.28  0.1978
H 3.34 -2.62 -1.89  0.1639
H 2.03 -1.67 -1.59  -0.0039
N 4.93 -1.34 -0.48  -0.0534
C 5.72 -0.05 0.17  -0.4463
O 6.78 -0.45 0.56  0.0979
N 5.08 0.90 0.63  0.0354
C 3.70 1.35 0.29  -0.4284
O 3.23 2.29 0.57  0.1985
C 5.90 1.97 1.27  0.0338
H 6.23 1.38 2.15  0.1137
H 6.67 2.15 0.62  0.0570
H 5.27 2.99 1.49  0.1597
C 5.62 -2.36 -1.06  -0.0437
H 5.15 -3.22 -0.15  0.2176
H 5.55 -2.43 -1.96  -0.0131
H 6.52 -2.15 -0.48  0.0882
H 1.20 1.46 1.36  0.2327
H 0.86 2.49 -0.11  0.0505
H -2.61 -1.68 2.02  0.1008
H -4.98 -2.20 1.80  0.1513
H -6.99 -2.56 0.54  0.0766
H -8.14 -1.61 0.54  0.0593

Computed properties:
frontier orbital gap	7.98	eV
energy relative to the best compared isomer or geometry (same formula, charge and spin)	10.927	eV
total charge	0